(1)
{"formula": "H9O4S", "method": "ωB97M-V/def2-TZVPD", "homo_ev": -3.6, "total_charge": -1, "de_lowest_kcal_mol": 20.8, "symbols": ["S", "H", "H", "H", "O", "H", "H", "O", "H", "H", "O", "H", "H", "O"], "positions_angstrom": [[1.372, -0.717, 2.144], [0.012, -0.670, 2.341], [-2.029, -0.153, -0.215], [-1.457, -0.312, 1.215], [-1.805, 0.332, 0.584], [1.972, -0.686, -1.004], [0.826, -0.839, -0.005], [1.177, -1.198, -0.860], [-0.388, -1.215, -1.866], [-1.131, -0.068, -2.521], [-1.164, -1.025, -2.446], [1.582, 2.052, 1.269], [0.065, 2.091, 0.735], [0.968, 2.408, 0.627]]}

(2)
{"formula": "C4H10ClISi", "method": "ωB97M-V/def2-TZVPD", "homo_ev": -9.8, "smiles": "CC[Si@H](Cl)I.C=C", "de_lowest_kcal_mol": 34.7, "symbols": ["C", "C", "C", "C", "Si", "Cl", "I", "H", "H", "H", "H", "H", "H", "H", "H", "H", "H"], "positions_angstrom": [[-0.146, 0.918, 1.054], [2.576, -1.742, -0.275], [-0.572, 1.402, -0.366], [1.518, -2.389, 0.254], [-2.368, 1.166, -0.885], [-3.448, 2.749, -0.406], [-2.927, -0.935, 0.227], [-0.422, -0.074, 1.257], [0.831, 1.151, 1.250], [-0.746, 1.540, 1.684], [3.570, -1.883, 0.007], [-2.500, 0.899, -2.406], [2.429, -1.003, -1.156], [0.278, 0.904, -0.880], [-0.367, 2.483, -0.364], [1.728, -3.242, 0.828], [0.566, -1.944, 0.178]]}

(3)
{"formula": "C3H5NO4", "method": "ωB97M-V/def2-TZVPD", "homo_ev": [-8.3, -9.0], "de_lowest_kcal_mol": 140.7, "symbols": ["C", "C", "C", "O", "O", "N", "O", "O", "H", "H", "H", "H", "H"], "positions_angstrom": [[-0.423, 0.663, -0.338], [1.198, -1.505, -0.272], [0.931, -0.147, 0.307], [-0.672, -0.086, 0.796], [-0.401, 2.017, -0.222], [-2.587, 0.308, 0.171], [-3.078, 1.179, 0.702], [1.728, 0.562, 0.883], [0.217, 2.242, 0.495], [-0.742, 0.294, -1.309], [1.559, -2.158, 0.525], [0.302, -1.949, -0.699], [1.967, -1.420, -1.040]]}

(4)
{"formula": "C31H76N5O13", "method": "ωB97M-V/def2-TZVPD", "homo_ev": -5.2, "total_charge": -1, "de_lowest_kcal_mol": 153.4, "symbols": ["C", "O", "O", "O", "H", "C", "O", "C", "C", "N", "C", "C", "O", "C", "H", "H", "H", "H", "H", "H", "H", "H", "H", "H", "H", "H", "H", "H", "H", "C", "O", "C", "C", "N", "C", "C", "O", "C", "H", "H", "H", "H", "H", "H", "H", "H", "H", "H", "H", "H", "H", "H", "H", "C", "O", "C", "C", "N", "C", "C", "O", "C", "H", "H", "H", "H", "H", "H", "H", "H", "H", "H", "H", "H", "H", "H", "H", "C", "O", "C", "C", "N", "C", "C", "O", "C", "H", "H", "H", "H", "H", "H", "H", "H", "H", "H", "H", "H", "H", "H", "H", "C", "O", "C", "C", "N", "C", "C", "O", "C", "H", "H", "H", "H", "H", "H", "H", "H", "H", "H", "H", "H", "H", "H", "H"], "positions_angstrom": [[-0.337, 0.482, -0.796], [-0.235, 1.503, -0.021], [0.125, -0.658, -0.251], [-0.928, 0.557, -1.895], [0.616, -0.266, 0.449], [3.599, 10.875, -2.548], [3.088, 9.789, -2.253], [3.064, 8.816, -3.334], [2.539, 7.593, -2.735], [2.611, 6.468, -3.733], [2.345, 5.162, -3.166], [2.366, 3.997, -4.311], [2.665, 2.797, -3.608], [1.638, 2.248, -2.772], [2.895, 11.371, -3.134], [4.700, 10.868, -2.813], [3.807, 11.475, -1.521], [4.126, 8.895, -3.710], [2.442, 9.072, -4.160], [1.629, 7.586, -2.114], [3.291, 7.117, -1.855], [1.698, 6.624, -4.306], [1.389, 5.061, -2.635], [3.225, 4.842, -2.452], [3.261, 4.109, -4.917], [1.373, 3.875, -4.861], [1.863, 1.502, -2.308], [0.688, 1.928, -3.170], [1.274, 2.932, -2.122], [-0.427, 3.444, -7.330], [-1.107, 3.772, -6.325], [-1.347, 2.781, -5.351], [-1.703, 3.377, -4.018], [-2.488, 2.520, -3.124], [-3.108, 3.152, -2.030], [-3.817, 2.097, -1.180], [-4.720, 2.739, -0.336], [-4.218, 3.238, 0.844], [-0.382, 4.236, -8.032], [-0.864, 2.518, -7.941], [0.551, 3.049, -7.037], [-0.736, 1.910, -4.978], [-2.220, 2.117, -5.861], [-2.326, 4.125, -4.236], [-0.686, 3.343, -3.479], [-1.846, 1.709, -2.941], [-3.718, 3.965, -2.375], [-2.407, 3.376, -1.539], [-3.128, 1.369, -0.693], [-4.361, 1.484, -1.734], [-3.696, 2.446, 1.587], [-4.834, 3.877, 1.290], [-3.387, 3.793, 0.577], [7.647, -8.289, 0.959], [6.525, -8.758, 1.355], [5.471, -7.733, 1.429], [5.726, -6.803, 2.769], [5.068, -5.602, 2.700], [3.614, -5.593, 2.980], [2.974, -4.215, 2.664], [1.673, -4.097, 3.188], [1.208, -2.752, 3.066], [8.230, -7.775, 1.746], [7.752, -7.412, 0.017], [8.225, -9.143, 0.759], [4.401, -8.159, 1.484], [5.395, -7.044, 0.686], [6.683, -6.703, 3.237], [5.625, -7.414, 3.761], [5.236, -4.732, 1.908], [3.597, -5.886, 4.064], [3.085, -6.185, 2.309], [2.774, -4.151, 1.455], [3.695, -3.476, 2.946], [1.782, -2.106, 3.931], [0.306, -2.948, 3.309], [1.443, -2.447, 2.208], [-8.024, -8.192, 4.108], [-7.340, -7.843, 3.206], [-7.024, -6.425, 3.194], [-6.120, -6.175, 1.973], [-5.486, -4.886, 2.045], [-4.768, -4.610, 0.845], [-4.271, -3.234, 1.027], [-3.342, -3.009, -0.058], [-2.962, -1.666, -0.137], [-7.405, -8.394, 4.933], [-8.276, -9.228, 4.142], [-8.928, -7.540, 4.446], [-6.544, -6.222, 4.168], [-7.659, -5.587, 3.259], [-7.032, -6.240, 1.014], [-5.596, -7.048, 1.716], [-4.703, -4.859, 2.702], [-5.248, -4.749, 0.005], [-3.936, -5.194, 0.905], [-3.787, -2.957, 2.010], [-5.040, -2.627, 0.664], [-2.493, -1.253, 0.690], [-3.727, -0.939, -0.214], [-2.381, -1.632, -1.139], [-2.945, -0.192, 4.235], [-1.972, 0.519, 4.296], [-1.199, 0.653, 3.143], [0.140, 1.125, 3.445], [0.943, 1.179, 2.225], [2.258, 1.810, 2.259], [2.869, 1.698, 0.861], [3.954, 2.542, 1.000], [4.322, 3.007, -0.264], [-3.472, 0.426, 3.625], [-3.461, -0.287, 5.256], [-2.781, -1.074, 3.843], [-1.556, 1.329, 2.405], [-1.176, -0.347, 2.538], [0.756, 0.825, 4.385], [-0.086, 2.180, 3.539], [0.122, 1.602, 1.438], [2.826, 1.262, 3.209], [1.886, 2.792, 2.401], [2.370, 1.986, 0.051], [3.070, 0.516, 0.675], [5.276, 3.389, -0.183], [3.593, 3.649, -0.459], [4.383, 2.285, -1.062]]}